{"formula": "C24H22Cl2O3S3Se2Ti", "method": "ωB97M-V/def2-TZVPD", "symbols": ["Ti", "C", "Se", "C", "C", "Se", "C", "H", "H", "H", "H", "H", "H", "H", "H", "H", "H", "Cl", "C", "C", "C", "Cl", "C", "O", "C", "C", "O", "C", "H", "H", "H", "O", "C", "C", "C", "C", "C", "S", "C", "C", "C", "C", "S", "C", "C", "C", "C", "S", "H", "H", "H", "H", "H", "H", "H", "H", "H"], "positions_angstrom": [[-0.658, 0.885, 0.261], [1.571, 3.064, -1.601], [-0.335, 2.936, -1.211], [-0.319, 4.063, 0.438], [-1.678, 4.040, 1.113], [-2.234, 2.251, 1.773], [-1.593, 2.324, 3.632], [2.158, 2.679, -0.767], [1.817, 4.109, -1.794], [1.771, 2.481, -2.500], [-0.089, 5.092, 0.138], [0.481, 3.689, 1.091], [-2.460, 4.354, 0.411], [-1.704, 4.719, 1.970], [-1.826, 3.302, 4.054], [-0.527, 2.115, 3.700], [-2.157, 1.570, 4.182], [6.325, -0.963, 1.097], [4.691, -0.465, 1.067], [4.164, 0.223, 2.160], [2.864, 0.667, 2.093], [2.098, 1.490, 3.393], [2.070, 0.463, 0.953], [0.857, 1.002, 0.939], [2.582, -0.287, -0.119], [1.754, -0.669, -1.322], [0.397, -0.213, -1.274], [3.895, -0.744, -0.040], [4.770, 0.408, 3.033], [1.754, -1.762, -1.420], [4.319, -1.313, -0.852], [-1.972, 0.087, -0.430], [-1.652, -1.241, -0.735], [-0.922, -1.817, 0.484], [-0.979, -1.336, 1.777], [-0.067, -2.007, 2.637], [0.646, -2.970, 1.997], [0.226, -3.102, 0.335], [-2.885, -2.021, -1.073], [-4.161, -1.546, -0.982], [-5.126, -2.521, -1.311], [-4.573, -3.714, -1.640], [-2.862, -3.693, -1.534], [-0.543, -1.126, -1.792], [-0.403, -1.821, -2.928], [0.619, -1.787, -3.941], [1.781, -1.119, -4.024], [2.550, -0.067, -2.875], [-1.763, -0.679, 2.154], [0.028, -1.801, 3.690], [1.390, -3.624, 2.409], [-4.394, -0.536, -0.692], [-6.183, -2.337, -1.322], [-5.064, -4.617, -1.941], [-1.215, -2.498, -3.154], [0.387, -2.414, -4.791], [2.383, -1.201, -4.917]], "charge": 2, "de_lowest_kj_mol": 210.0, "lumo_ev": -7.726, "homo_ev": -13.80, "gap_ha": 0.2233}

***

{"formula": "C24H22Cl3GeN5O3Ru", "method": "ωB97M-V/def2-TZVPD", "symbols": ["Ru", "O", "C", "N", "C", "C", "C", "C", "C", "C", "N", "C", "C", "C", "C", "C", "N", "H", "H", "H", "H", "H", "H", "H", "H", "H", "H", "O", "C", "C", "C", "C", "N", "C", "C", "C", "C", "C", "C", "O", "C", "C", "N", "H", "H", "H", "H", "H", "H", "H", "H", "H", "H", "H", "H", "Cl", "Ge", "Cl", "Cl"], "positions_angstrom": [[9.118, 12.288, 8.561], [10.305, 15.686, 10.601], [9.605, 14.833, 10.162], [10.200, 13.775, 9.262], [11.515, 13.997, 8.863], [11.847, 13.069, 7.751], [13.021, 13.092, 7.017], [13.121, 12.228, 5.893], [12.065, 11.425, 5.535], [10.927, 11.366, 6.357], [10.864, 12.211, 7.419], [8.287, 14.409, 10.550], [7.594, 15.009, 11.577], [6.346, 14.474, 11.978], [5.822, 13.489, 11.193], [6.627, 12.829, 10.267], [7.827, 13.302, 9.971], [12.270, 13.923, 9.635], [11.639, 15.069, 8.526], [13.856, 13.708, 7.215], [13.986, 12.240, 5.238], [12.057, 10.775, 4.648], [10.012, 10.766, 6.164], [8.147, 15.746, 12.152], [5.710, 14.894, 12.690], [4.782, 13.320, 11.314], [6.188, 12.007, 9.738], [8.196, 7.447, 13.278], [9.433, 8.021, 13.382], [9.460, 9.057, 12.293], [10.253, 10.177, 12.328], [10.321, 11.008, 11.259], [9.497, 10.816, 10.176], [8.781, 9.711, 10.079], [8.784, 8.756, 11.039], [8.074, 9.595, 8.824], [7.477, 8.441, 8.455], [6.751, 8.297, 7.258], [6.227, 6.887, 6.923], [6.646, 5.998, 8.033], [6.851, 9.417, 6.375], [7.441, 10.551, 6.823], [8.110, 10.621, 7.996], [8.080, 6.709, 13.886], [10.260, 7.281, 13.039], [9.622, 8.425, 14.378], [10.840, 10.289, 13.237], [10.985, 11.802, 11.186], [8.353, 7.787, 10.919], [7.503, 7.593, 9.093], [6.467, 6.537, 5.921], [5.150, 6.855, 7.001], [6.128, 5.198, 8.055], [6.495, 9.329, 5.389], [7.542, 11.449, 6.232], [8.985, 16.951, 7.574], [7.740, 16.098, 6.023], [7.978, 13.839, 6.462], [8.494, 16.523, 4.050]], "s_squared": 8.7762, "charge": 3, "de_lowest_kj_mol": 79.3, "multiplicity": 6, "lumo_ev": [-9.196, -11.446], "homo_ev": [-17.03, -17.49], "gap_ha": [0.2877, 0.2223]}

***

{"formula": "C24H22FN3O2", "method": "ωB97M-V/def2-TZVPD", "symbols": ["O", "C", "N", "C", "C", "C", "C", "C", "C", "H", "H", "H", "C", "O", "N", "C", "H", "C", "N", "C", "C", "C", "C", "C", "C", "H", "H", "F", "H", "H", "C", "H", "C", "H", "H", "H", "H", "H", "H", "H", "H", "C", "C", "C", "C", "C", "C", "H", "H", "H", "H", "H"], "positions_angstrom": [[2.143, 1.141, 0.426], [3.293, 0.889, 0.127], [3.725, -0.336, -0.301], [2.969, -1.501, -0.460], [1.740, -1.669, 0.168], [1.012, -2.833, -0.031], [1.527, -3.852, -0.823], [2.758, -3.689, -1.436], [3.475, -2.521, -1.263], [4.436, -2.397, -1.744], [3.162, -4.478, -2.053], [0.963, -4.763, -0.947], [-0.284, -3.049, 0.683], [-0.481, -4.042, 1.362], [-1.219, -2.079, 0.555], [-1.156, -0.947, -0.343], [-0.760, -0.062, 0.171], [-2.554, -0.627, -0.871], [-3.421, -0.259, 0.224], [-4.519, 0.543, 0.042], [-5.041, 0.780, -1.238], [-6.141, 1.594, -1.421], [-6.742, 2.177, -0.322], [-6.257, 1.965, 0.954], [-5.150, 1.159, 1.132], [-4.764, 1.026, 2.129], [-6.737, 2.437, 1.796], [-7.826, 2.971, -0.499], [-6.539, 1.770, -2.407], [-4.598, 0.312, -2.102], [-3.112, -0.864, 1.500], [-4.035, -1.007, 2.067], [-2.465, -2.226, 1.283], [-2.242, -2.709, 2.238], [-3.152, -2.881, 0.732], [-2.437, -0.228, 2.091], [-2.943, -1.498, -1.422], [-2.476, 0.213, -1.566], [-0.493, -1.178, -1.180], [1.367, -0.895, 0.816], [4.667, -0.387, -0.662], [4.370, 1.920, 0.170], [5.691, 1.616, 0.486], [6.641, 2.622, 0.532], [6.284, 3.932, 0.259], [4.968, 4.243, -0.042], [4.014, 3.243, -0.077], [2.981, 3.467, -0.299], [4.685, 5.265, -0.243], [7.030, 4.711, 0.291], [7.663, 2.382, 0.785], [5.980, 0.604, 0.732]], "smiles": "O=C(Nc1cccc(C(=O)N2CCN(c3ccc(F)cc3)CC2)c1)c1ccccc1", "de_lowest_kj_mol": 0.0, "lumo_ev": 0.338, "homo_ev": -7.58, "gap_ha": 0.2910}

***

{"formula": "C24H22N2O", "method": "ωB97M-V/def2-TZVPD", "symbols": ["C", "C", "N", "C", "C", "C", "N", "H", "H", "H", "H", "H", "H", "H", "C", "C", "C", "C", "O", "C", "C", "C", "C", "C", "C", "C", "C", "C", "C", "C", "C", "C", "C", "C", "H", "H", "H", "H", "H", "H", "H", "H", "H", "H", "H", "H", "H", "H", "H"], "positions_angstrom": [[2.167, -4.125, -0.320], [0.839, -3.486, -0.220], [-0.269, -4.190, -0.378], [-1.332, -3.357, -0.206], [-2.672, -3.912, -0.490], [-0.861, -2.104, 0.143], [0.516, -2.161, 0.092], [2.976, -3.391, -0.364], [2.285, -4.804, 0.540], [2.186, -4.777, -1.209], [-3.440, -3.141, -0.611], [-2.591, -4.488, -1.429], [-2.992, -4.631, 0.283], [-1.413, -1.247, 0.498], [-4.055, 4.065, -1.972], [-3.260, 4.455, -0.888], [-1.871, 4.479, -1.011], [-1.313, 4.051, -2.220], [0.062, 3.776, -2.278], [0.449, 2.606, -1.613], [0.250, 1.365, -2.247], [0.472, 0.205, -1.509], [0.957, 0.236, -0.194], [1.416, -1.087, 0.424], [1.750, -1.093, 1.912], [2.683, -2.021, 2.379], [3.247, -1.878, 3.647], [2.833, -0.829, 4.485], [1.784, 0.005, 4.073], [1.164, -0.210, 2.831], [1.177, 1.495, 0.389], [0.929, 2.678, -0.303], [-2.086, 3.746, -3.341], [-3.470, 3.719, -3.195], [-5.141, 4.040, -1.870], [-3.714, 4.737, 0.063], [-1.221, 4.785, -0.191], [-0.108, 1.332, -3.282], [0.290, -0.749, -2.008], [2.375, -1.327, -0.076], [2.979, -2.853, 1.731], [4.008, -2.587, 3.979], [3.333, -0.664, 5.445], [1.444, 0.825, 4.711], [0.267, 0.352, 2.552], [1.579, 1.581, 1.399], [1.054, 3.661, 0.174], [-1.581, 3.487, -4.272], [-4.082, 3.429, -4.051]], "smiles": "Cc1cn([C@H](c2ccccc2)c2ccc(Oc3ccccc3)cc2)c(C)n1", "de_lowest_kj_mol": 4.8, "lumo_ev": 0.686, "homo_ev": -8.04, "gap_ha": 0.3207}

***

Record order is preserved below.
Max |F|: 3.512; 3.008; 0.513; 1.879 eV/Å
Record order is preserved below.
Electronic energy: -242730.965; -135477.481; -36528.921; -30272.117 eV